Record 1
Molecular formula: C23H42BBr3O7P
Method: DFT, wB97M-V/def2-TZVPD

Structure (XYZ):
```
77
Properties=species:S:1:pos:R:3
C -4.22376 0.59708 2.96896
C -3.51882 1.53547 2.76393
C -2.57051 2.60243 2.44601
C -1.16924 2.00232 2.12478
C -0.58681 2.48477 0.78328
C -0.01956 1.38069 -0.13007
C 1.01605 0.58658 0.69517
C 1.92633 -0.40625 -0.08847
C 3.39395 0.04677 -0.14479
C 3.76544 0.72724 -1.45987
C 4.42562 -1.06904 0.18367
C 3.99088 -2.51625 -0.18118
C 3.67783 -3.36180 1.02722
C 2.78843 -2.99091 2.02991
C 2.99506 -1.85486 3.01073
C 1.48408 -3.74343 2.15906
O 0.79776 2.12443 -1.04904
P 0.43470 1.90412 -2.74750
O -0.82855 0.74102 -2.27972
C -1.09424 0.58358 -0.95196
C -1.20642 -0.88508 -0.51200
C -2.49321 -1.56017 -1.01366
C -3.45767 -1.93309 0.11035
C -4.52262 -2.89584 -0.38155
O -5.50075 -2.18236 -1.17281
C -5.97845 -2.86947 -2.21761
O -6.36242 -4.00584 -2.15504
O -2.40589 1.12518 -0.60081
B -2.96651 1.84970 -1.62850
O -2.86451 3.22576 -1.63254
O -3.72353 1.23684 -2.63689
H -4.60828 -0.37840 3.15817
H -2.48978 3.23434 3.33455
H -2.93586 3.22560 1.63164
H -0.47375 2.23751 2.93080
H -1.29485 0.92196 2.14076
H 0.26519 3.13350 0.98909
H -1.29139 3.08897 0.21832
H 0.48172 -0.00601 1.44499
H 1.60483 1.31387 1.24488
H 1.52868 -0.46280 -1.10307
H 1.78606 -1.37326 0.39381
H 3.51215 0.82816 0.61738
H 3.25699 1.68365 -1.57020
H 3.52681 0.09276 -2.31467
H 4.83532 0.95123 -1.49429
H 4.75351 -0.99508 1.21798
H 5.31991 -0.85396 -0.40549
H 3.14902 -2.54373 -0.87351
H 4.82798 -3.01556 -0.67759
H 4.19756 -4.31512 1.14617
H 2.65088 -0.89915 2.57991
H 4.04582 -1.71264 3.23933
H 2.39411 -2.00788 3.90384
H 0.93312 -3.39345 3.03471
H 0.88335 -3.56657 1.26954
H 1.67522 -4.81637 2.29518
H 1.52930 2.82575 -3.07142
H -0.42619 3.06979 -2.61952
H -0.02644 1.83792 -4.12339
H 1.38644 0.85182 -2.94952
H -0.35880 -1.40962 -0.94983
H -1.16472 -0.93213 0.57498
H -2.98967 -0.98520 -1.79134
H -2.20744 -2.51206 -1.47831
H -2.92806 -2.46179 0.90819
H -3.93386 -1.04768 0.53355
H -5.04160 -3.29403 0.49493
H -4.09875 -3.73492 -0.93031
H -6.00405 -2.30359 -3.15610
H -2.75203 3.51010 -2.54601
H -3.19012 1.08086 -3.42322
C 2.81259 4.47131 -0.30066
Br 4.11285 5.27630 -1.47328
Br 3.62125 3.17949 0.87111
Br 1.81872 5.80251 0.67768
H 2.10358 3.92402 -0.91886
```

The lowest unoccupied orbital energy is 2.237 eV. The HOMO energy comes out at -0.1780 hartree. The value obtained for the HOMO-LUMO gap is 0.260 Eh. The net charge is -1.

---

Record 2
Molecular formula: C23H42Cl3N2O4SiTb
Method: DFT, wB97M-V/def2-TZVPD

Structure (XYZ):
```
76
Properties=species:S:1:pos:R:3
C 1.67464 -1.36321 -3.66305
C 1.26347 0.04303 -3.34716
H 1.68214 -1.58311 -4.72932
H 1.00032 -2.05612 -3.13389
H 2.67408 -1.53845 -3.23925
C 0.62044 0.87059 -4.17999
C 0.25679 0.51837 -5.57541
H 0.28889 1.85813 -3.83688
H 0.01561 -0.55248 -5.67594
H 1.09253 0.74681 -6.25370
H -0.61241 1.10321 -5.90481
Tb -0.59884 -1.17166 1.71517
Cl 2.12136 -1.20699 2.03637
Cl -2.75852 -2.66411 1.82461
C 0.83111 2.05693 1.93014
O 0.01486 1.09342 1.95069
N 0.44214 3.32164 2.05624
C -0.97921 3.66792 2.11711
C 1.38200 4.43034 2.13984
H 1.91664 1.86709 1.82823
H -1.57866 2.76097 2.08204
H -1.23017 4.32232 1.27074
H -1.16153 4.22556 3.04528
H 2.40547 4.06907 1.98115
H 1.30982 4.91076 3.12802
H 1.14554 5.18557 1.37991
H -1.49070 -1.23079 -2.15778
H -2.54901 1.40220 -3.26023
C -2.54594 -1.16880 -1.83090
C -3.38330 1.02369 -2.65146
N -2.89748 0.21917 -1.53724
H -2.68746 -1.79601 -0.92996
C -2.67932 0.72858 -0.32019
O -2.03580 0.14220 0.56859
H -3.95611 1.87829 -2.26730
H -3.12111 1.73039 -0.15047
H -3.20277 -1.51219 -2.63945
H -4.01322 0.40134 -3.28500
O 0.51324 -0.57643 -1.53513
C 1.39317 0.37937 -1.84650
C -0.17999 2.40269 -1.49576
C 1.10150 1.83772 -1.45936
H -1.04130 1.75028 -1.66646
C -0.33344 3.78435 -1.41241
H 2.41786 0.11013 -1.52130
C 2.19783 2.65479 -1.24531
H -1.34481 4.22370 -1.45546
C 0.78216 4.61328 -1.32699
C 2.06122 4.03739 -1.23797
H 3.18320 2.17286 -1.17101
H 0.67446 5.69677 -1.33510
H 2.94918 4.66497 -1.17470
Si 0.46177 -4.77794 0.39455
Cl 0.10426 -2.73462 -0.28796
C -1.19331 -5.54644 0.72421
C 1.43925 -4.63987 1.96652
C 1.29160 -5.81043 -0.90747
H -2.03541 -4.84676 0.73668
H -1.08376 -5.99438 1.71966
H -1.35119 -6.34734 -0.00707
H 0.58923 -6.06569 -1.70355
H 1.52621 -6.72779 -0.34746
H 2.21077 -5.39568 -1.32256
H 1.37200 -3.69629 2.51366
H 2.49093 -4.82893 1.74371
H 1.03938 -5.46137 2.57578
C 1.21918 -0.61671 5.21642
C -0.19410 -0.54584 4.75300
C -1.07644 0.51112 5.32872
O -0.66816 -1.37017 3.92537
H 1.20843 -0.54947 6.30779
H 1.79945 0.21699 4.79529
H 1.67886 -1.54989 4.86172
H -0.82416 1.49722 4.91513
H -2.12311 0.27647 5.08734
H -0.91226 0.51830 6.40926
```

The lowest unoccupied orbital energy (alpha / beta) is -0.521 / -0.309 eV. As for the spin multiplicity: 7. The expectation value of S² is 12.61. The HOMO energy (alpha / beta) comes out at -0.2159 / -0.2160 hartree. The value obtained for the HOMO-LUMO gap (alpha / beta) is 0.197 / 0.205 Eh. The net charge is 0.

---

Record 3
Molecular formula: C23H42N6O4ScSi
Method: DFT, wB97M-V/def2-TZVPD

Structure (XYZ):
```
77
Properties=species:S:1:pos:R:3
Sc 0.62486 -0.00914 0.07999
N -2.16128 -0.12618 0.09054
C -3.27693 0.82099 -0.07363
C -3.25964 1.92922 0.97708
C -2.40941 3.15943 0.65914
C -0.89517 3.00116 0.69344
N -0.35182 2.15566 -0.40221
H -2.07059 -0.75758 -0.69855
H -2.36266 -0.75214 0.86646
H -4.24165 0.30593 -0.04831
H -3.20132 1.26614 -1.06989
H -2.96779 1.50765 1.94742
H -4.28410 2.27326 1.13078
H -2.66358 3.94075 1.37914
H -2.69787 3.55737 -0.32018
H -0.58422 2.58539 1.65156
H -0.44299 3.99273 0.62137
H 0.28528 2.69907 -0.97807
H -1.10093 1.92001 -1.04617
C -0.59029 -2.91396 2.73464
Si -0.16858 -3.41189 0.95851
C 1.39831 -4.43061 1.14224
C -1.63178 -4.47782 0.46251
N -0.01144 -2.04435 -0.13808
C 0.17518 -2.43059 -1.48438
C 0.46990 -3.73023 -1.92319
C 0.64913 -4.04034 -3.26186
C 0.56164 -3.06567 -4.24029
C 0.29208 -1.75842 -3.85851
C 0.09688 -1.49056 -2.51985
O -0.14449 -0.17351 -2.07128
C -0.42129 0.80790 -3.02824
C -1.72170 0.94918 -3.48030
C -2.00578 1.97463 -4.37313
C -0.99719 2.82732 -4.79959
C 0.30375 2.64910 -4.35100
C 0.60761 1.62664 -3.46026
H -0.86596 -3.86371 3.20150
H -1.46041 -2.26408 2.85718
H 0.23273 -2.53953 3.34844
H 1.33563 -5.00371 2.07057
H 2.27383 -3.78109 1.21254
H 1.58042 -5.14330 0.33940
H -1.75348 -5.29697 1.17416
H -1.57243 -4.91471 -0.53325
H -2.54734 -3.88047 0.50067
H 0.58075 -4.53258 -1.20899
H 0.87207 -5.06249 -3.53681
H 0.71497 -3.30258 -5.28309
H 0.23725 -0.96426 -4.58870
H -2.48614 0.25367 -3.15901
H -3.01442 2.10163 -4.74228
H -1.22406 3.62295 -5.49545
H 1.09133 3.30065 -4.70509
H 1.61869 1.44770 -3.11711
N -0.10658 0.23869 2.25757
C 0.40114 0.80695 3.53097
C 1.88079 0.53195 3.78626
C 2.83391 1.67013 3.42208
C 3.28682 1.74190 1.97934
N 2.15960 1.94034 1.04212
H -1.09498 0.44388 2.15269
H -0.09291 -0.77238 2.39282
H -0.20146 0.39654 4.34592
H 0.22014 1.88455 3.52476
H 2.18515 -0.39699 3.29320
H 1.98848 0.34088 4.85534
H 3.73273 1.58772 4.03581
H 2.37734 2.62457 3.71096
H 3.78529 0.81267 1.70532
H 4.02169 2.54525 1.87480
H 2.54531 2.19799 0.13801
H 1.61608 2.74311 1.34607
O 2.40151 0.13447 -1.14083
N 3.10859 -0.63585 -0.38614
O 4.18899 -1.02842 -0.67764
O 2.50794 -0.91227 0.70038
```

The lowest unoccupied orbital energy is -2.257 eV. The HOMO energy comes out at -0.3699 hartree. The value obtained for the HOMO-LUMO gap is 0.287 Eh. The net charge is +1.

---

Record 4
Molecular formula: C23H42O18
Method: DFT, wB97M-V/def2-TZVPD

Structure (XYZ):
```
83
Properties=species:S:1:pos:R:3
C -4.58930 1.14803 5.19047
C -4.66643 0.63528 3.76556
C -3.60406 1.24495 2.86349
O -3.00644 0.11997 2.24039
C -3.30392 -1.00421 2.95285
O -2.70866 -2.02000 2.87101
O -4.32710 -0.77336 3.77670
H -5.32503 0.68173 5.84474
H -4.97051 2.17490 5.13331
H -3.57244 1.05675 5.56099
H -5.68112 0.77119 3.38905
H -2.87599 1.80255 3.45929
H -4.03751 1.95000 2.15428
C -5.40998 -0.37645 -0.82516
C -4.07984 -0.45246 -1.52599
C -3.07742 0.59008 -1.07426
O -1.88515 -0.18312 -0.96360
C -2.11510 -1.47786 -1.02830
O -1.25271 -2.27930 -0.89236
O -3.46454 -1.70410 -1.19502
H -5.30480 -0.27839 0.25698
H -5.99891 -1.26923 -1.04019
H -6.06556 0.44868 -1.11679
H -4.14800 -0.51192 -2.61919
H -3.41491 1.01528 -0.12722
H -2.92116 1.44211 -1.73187
C 3.70284 1.87933 -0.88414
C 4.92087 1.02364 -0.57016
C 6.31299 1.58857 -0.36567
O 6.83261 0.82993 0.69670
C 5.84953 0.17476 1.33692
O 5.97210 -0.48886 2.30818
O 4.66896 0.29487 0.68916
H 2.88829 1.50703 -0.27044
H 3.49779 1.78572 -1.94761
H 3.82136 2.93621 -0.63492
H 4.99666 0.13521 -1.21047
H 6.12195 2.64738 -0.13750
H 6.91339 1.56716 -1.27093
C 2.43395 -2.62561 -0.71048
C 2.19431 -4.11149 -0.72791
C 1.01368 -4.64612 -1.62831
O 1.66871 -5.36962 -2.64600
C 2.99062 -5.46165 -2.38825
O 3.77563 -6.10503 -3.02261
O 3.32388 -4.75742 -1.31836
H 2.82177 -2.30866 -1.68601
H 3.05293 -2.20668 0.07994
H 1.50470 -2.04536 -0.69009
H 1.99494 -4.45400 0.28870
H 0.53998 -3.72011 -1.95839
H 0.31842 -5.12163 -0.94105
C -0.14841 1.69442 -6.15676
C -0.15266 0.55261 -5.15368
C 1.17037 -0.18289 -5.00097
O 1.44669 -0.10870 -3.60877
C 0.63207 0.78335 -3.01589
O 0.76640 1.22418 -1.91692
O -0.42013 1.03243 -3.81424
H -1.17093 2.05991 -6.28250
H 0.09021 1.35460 -7.16572
H 0.47434 2.52901 -5.84366
H -0.97010 -0.14325 -5.33390
H 2.00475 0.27120 -5.53694
H 1.07602 -1.20659 -5.36136
C -0.04810 0.31623 5.76396
O 0.79114 1.16333 4.98481
H -0.25647 -0.59430 5.19671
H 0.43820 0.09689 6.71041
H -1.01785 0.79277 5.95767
H 0.53032 0.98254 4.05668
C 0.65911 -0.14338 1.41318
O -0.06049 0.22459 2.59382
H 1.63559 -0.24522 1.89810
H 0.29065 -1.05066 0.92730
H 0.71184 0.58642 0.59744
H -0.98196 0.31730 2.32256
C 0.24850 3.57879 0.75192
O -1.01952 3.97809 1.28779
H 0.71579 2.77534 1.32945
H 0.02120 3.30117 -0.27505
H 1.06799 4.30975 0.72891
H -0.85077 4.05143 2.23622
```

Its SMILES is C[C@H]1COC(=O)O1.C[C@H]1COC(=O)O1.C[C@H]1COC(=O)O1.C[C@H]1COC(=O)O1.C[C@H]1COC(=O)O1.CO.CO.CO. The lowest unoccupied orbital energy is 0.109 eV. The HOMO energy comes out at -0.3490 hartree. The value obtained for the HOMO-LUMO gap is 0.353 Eh. The net charge is 0.

---

Record 5
Molecular formula: C23H43AsN4OS3Tl
Method: DFT, wB97M-V/def2-TZVPD

Structure (XYZ):
```
76
Properties=species:S:1:pos:R:3
Tl 0.44496 0.16628 2.28751
C 4.97652 -0.11691 -3.69363
C 4.17572 -1.14614 -2.91005
C 2.68258 -0.88493 -2.62920
N 2.45017 0.42707 -2.05097
C 2.64576 0.66466 -0.74720
S 2.98020 -0.40855 0.47510
N 2.59326 2.00621 -0.40430
C 2.07723 3.16255 -0.91510
O 2.59099 4.20752 -0.57168
C 0.94978 3.06735 -1.94597
C -0.09758 2.16687 -1.81459
C -1.12121 2.16364 -2.81533
C -1.06887 3.13708 -3.84925
C 0.01488 4.04654 -3.95029
C 1.02299 3.96681 -2.97557
H 5.91701 -0.55586 -4.04112
H 5.26302 0.66147 -2.99251
H 4.34101 0.22312 -4.52249
H 4.65327 -1.31380 -1.95655
H 4.18349 -2.12775 -3.39681
H 2.21281 -1.68369 -1.97031
H 2.22239 -0.96089 -3.60133
H 2.27229 1.20047 -2.66701
H 3.24452 2.18185 0.38279
H -0.15084 1.48182 -0.95936
H -1.90157 1.36873 -2.70004
H -1.86094 3.11588 -4.63756
H 0.04788 4.86950 -4.66896
H 1.85099 4.63830 -3.12936
C -4.19178 -4.10433 3.98022
C -4.39883 -3.18358 2.80059
C -3.54568 -1.97148 2.86742
C -2.07791 -2.22732 2.94082
N -1.50528 -2.69017 1.65753
C -1.45456 -2.05899 0.51374
S -1.68274 -0.37028 0.28471
N -1.08799 -2.72565 -0.58871
C -0.79053 -4.16173 -0.71267
C 0.70884 -4.56845 -0.84007
C 1.57077 -4.15299 0.33942
C 1.46726 -5.09705 1.52969
H -5.00757 -4.81404 4.10340
H -3.99906 -3.48985 4.88957
H -3.26588 -4.70606 3.84260
H -5.44127 -2.93196 2.80856
H -4.26926 -3.67953 1.81160
H -3.73038 -1.34720 3.73852
H -3.81188 -1.25946 2.06319
H -1.81741 -3.01721 3.71715
H -1.49888 -1.38778 3.20119
H -1.11903 -3.60638 1.70246
H -1.10794 -2.10779 -1.41825
H -1.27651 -4.50531 -1.67532
H -1.22991 -4.62048 0.13302
H 1.03422 -4.13321 -1.80462
H 0.75051 -5.64622 -0.89976
H 1.28908 -3.11530 0.54990
H 2.63527 -4.11650 0.00052
H 0.45909 -5.23737 1.74058
H 2.02852 -4.76816 2.37153
H 1.87297 -6.04402 1.18911
C -0.16739 6.29544 2.66368
As -0.76460 4.68807 1.72754
C -0.74366 5.18445 -0.13656
C -2.61470 4.35331 2.15041
S 0.36448 2.98363 2.36105
H -0.93967 7.07092 2.86572
H 0.69675 6.76639 2.08114
H 0.12543 5.98422 3.65985
H -1.41934 6.09409 -0.15566
H -1.18074 4.45582 -0.82410
H 0.27546 5.45573 -0.41895
H -3.11201 5.29471 2.25443
H -2.65203 3.67487 3.01200
H -2.98691 3.81903 1.29291
```

The lowest unoccupied orbital energy is -2.338 eV. The HOMO energy comes out at -0.3926 hartree. The value obtained for the HOMO-LUMO gap is 0.307 Eh. The net charge is +1.

---

Record 6
Molecular formula: C23H43BiCl2IN3O4Si
Method: DFT, wB97M-V/def2-TZVPD

Structure (XYZ):
```
78
Properties=species:S:1:pos:R:3
C -1.94761 -0.72223 -5.12286
C -1.36652 -1.67495 -4.12221
H -2.13227 -1.20974 -6.08533
H -1.23413 0.09531 -5.26664
H -2.89583 -0.26871 -4.80457
C -0.94755 -2.90354 -4.46489
C -0.73688 -3.33062 -5.88943
H -0.73028 -3.66405 -3.71660
H 0.05492 -2.68099 -6.30388
H -1.62475 -3.25891 -6.54540
H -0.37524 -4.36839 -5.89474
Bi 0.61738 1.34460 2.08436
Cl 1.11401 3.86420 2.09297
C -0.31297 -1.80286 2.97613
O 0.62498 -1.18063 2.40901
N -0.13793 -2.98622 3.55341
C 1.13563 -3.71300 3.49436
C -1.28914 -3.69212 4.10359
H -1.35249 -1.40182 3.02660
H 1.95865 -3.03359 3.75439
H 1.30912 -4.12309 2.48767
H 1.08035 -4.54316 4.21456
H -2.09655 -2.96655 4.24163
H -1.03694 -4.15637 5.06592
H -1.66241 -4.47717 3.43062
H 1.31060 3.98421 6.77462
H -1.33474 5.47858 5.98420
C 1.27770 4.02850 5.67544
C -0.89255 5.13834 5.03625
N -0.10024 3.92127 5.20508
H 1.83456 3.18383 5.25587
C -0.56961 2.72017 4.84556
O 0.17596 1.76372 4.49131
H -1.70388 4.93893 4.32271
H -1.67586 2.62200 4.88374
H 1.68675 4.99069 5.35518
H -0.24261 5.94276 4.67293
H 2.29813 0.89897 -2.71297
H 2.60830 -2.19776 -3.05269
C 3.20092 0.49454 -2.24163
C 3.29213 -1.97705 -2.21636
N 2.88519 -0.74383 -1.53997
H 3.62241 1.22073 -1.54720
C 2.49194 -0.72213 -0.24119
O 2.67569 0.22731 0.54981
H 3.29193 -2.81222 -1.50270
H 1.94559 -1.63115 0.07148
H 3.93150 0.26066 -3.01868
H 4.30028 -1.84883 -2.64328
O -0.46462 0.04980 -2.66229
C -1.20803 -1.05694 -2.71041
C 0.15028 -2.85303 -1.43312
C -1.02349 -2.13582 -1.59794
H 1.00093 -2.58575 -2.05920
C 0.21467 -3.90501 -0.50154
H -2.21766 -0.65197 -2.54760
C -2.11594 -2.39782 -0.77783
H 1.14407 -4.46372 -0.37271
C -0.91185 -4.21079 0.26462
C -2.06103 -3.44372 0.14879
H -3.01122 -1.79502 -0.87171
H -0.89597 -5.04537 0.98064
H -2.91105 -3.61113 0.81544
Si -0.35747 3.49181 -1.37617
Cl 0.24412 1.47266 -0.44664
C 1.23523 4.46311 -1.46825
C -1.39244 4.28400 -0.04159
C -1.17843 3.14333 -2.98650
H 2.14739 3.87232 -1.31846
H 1.22657 5.26443 -0.71809
H 1.28776 4.95071 -2.45047
H -0.44911 2.86242 -3.75844
H -1.67751 4.06199 -3.33428
H -1.93566 2.35295 -2.89231
H -1.78090 3.58819 0.71877
H -2.24531 4.81364 -0.49677
H -0.79095 5.03372 0.48331
I -2.34798 1.42336 2.28459
```

The lowest unoccupied orbital energy is -0.425 eV. The HOMO energy comes out at -0.2108 hartree. The value obtained for the HOMO-LUMO gap is 0.195 Eh. The net charge is 0.